[1]
The following is a quantum chemistry calculation of 5 unconnected molecules or ions with the total composition CH10O5 in a non-equilibrium geometry, from the Open Molecules 2025 dataset.

Output
Spin multiplicity: 1
Highest occupied orbital energy in eV: -10.56
Energy in eV: -11435.42799
Energy relative to the best compared isomer or geometry (same formula, charge and spin) in kJ/mol: 101.3
Charge: 0
Structure (SMILES): C=O.O.O.O.O

Atoms and positions in Å:
C -0.752 -2.340 -4.668
O -0.938 -2.219 -3.491
H -1.450 -2.914 -5.286
H 0.092 -1.839 -5.170
O -1.452 -4.258 -1.293
H -1.117 -4.715 -2.072
H -1.886 -3.510 -1.714
O 3.628 0.937 2.994
H 3.716 0.016 2.713
H 4.477 1.240 2.636
O -2.200 4.779 4.267
H -2.633 5.571 4.603
H -1.289 4.970 4.390
O 1.171 2.123 0.674
H 0.831 2.921 1.097
H 2.026 2.104 1.130

Löwdin atomic charge list, values in e, 8 entries: -0.13, 0.00, 0.08, 0.08, -0.07, 0.02, 0.01, -0.06



[2]
The following is a quantum chemistry calculation of a molecular structure, C11H11BrNNiO2 in a non-equilibrium geometry, from the Open Molecules 2025 dataset.

Output
Spin multiplicity: 1
Highest occupied orbital energy (spin up / spin down) in eV: -12.76 / -12.67
Energy in eV: -128244.56161
Charge: +1

Atoms and positions in Å:
Ni -0.373 -0.253 0.140
C -1.245 -0.035 2.034
C -0.379 1.049 1.784
C 0.950 0.519 1.613
C 0.911 -0.858 1.872
C -0.443 -1.213 2.137
H -2.289 0.032 2.291
H -0.651 2.092 1.789
H 1.847 1.100 1.474
H 1.762 -1.518 1.915
H -0.802 -2.192 2.419
C -2.985 3.516 -2.909
C -1.688 2.804 -2.671
C -0.616 2.890 -3.554
C 0.567 2.224 -3.285
C 0.648 1.478 -2.126
Br 2.261 0.589 -1.697
N -0.368 1.370 -1.272
C -1.506 2.015 -1.544
H -2.959 4.071 -3.843
H -3.188 4.217 -2.099
H -3.817 2.812 -2.943
H -0.705 3.485 -4.454
H 1.414 2.271 -3.953
H -2.309 1.901 -0.826
O -1.424 -1.234 -0.814
O -0.196 -1.439 -1.247

Löwdin atomic charge list, values in e, 8 entries: 0.47, -0.09, -0.07, -0.11, -0.05, -0.01, 0.14, 0.14



[3]
The following is a quantum chemistry calculation of C16H25NO2 in the gas phase, from the Open Molecules 2025 dataset.

Output
Spin multiplicity: 1
Highest occupied orbital energy in eV: -7.21
Energy in eV: -22582.75200
Energy relative to the best compared isomer or geometry (same formula, charge and spin) in kJ/mol: 72.0
Charge: 0
Structure (SMILES): CCOc1ccc(NC[C@@H]2CCOC(C)(C)C2)cc1

Atoms and positions in Å:
C -5.137 -2.300 -0.365
C -5.619 -0.997 0.268
O -5.142 0.147 -0.403
C -3.837 0.535 -0.234
C -3.418 1.597 -1.036
C -2.141 2.097 -0.933
C -1.220 1.555 -0.029
N 0.060 2.065 0.002
C 0.995 1.925 1.089
C 2.239 1.101 0.704
C 2.994 1.740 -0.461
C 4.186 0.859 -0.833
O 3.791 -0.443 -1.186
C 3.061 -1.150 -0.186
C 2.560 -2.415 -0.889
C 3.970 -1.554 0.985
C 1.857 -0.325 0.307
C -1.641 0.485 0.756
C -2.929 -0.014 0.661
H -4.053 -2.372 -0.322
H -5.440 -2.335 -1.409
H -5.571 -3.147 0.159
H -5.357 -0.963 1.333
H -6.708 -0.926 0.183
H -4.123 2.023 -1.732
H -1.840 2.924 -1.561
H 0.202 2.869 -0.586
H 1.327 2.919 1.416
H 0.498 1.448 1.937
H 2.895 1.078 1.582
H 3.344 2.740 -0.197
H 2.329 1.812 -1.323
H 4.695 1.250 -1.718
H 4.907 0.839 -0.002
H 3.405 -3.020 -1.204
H 1.988 -2.140 -1.771
H 1.930 -2.996 -0.221
H 4.269 -0.696 1.580
H 3.447 -2.254 1.631
H 4.866 -2.034 0.598
H 1.402 -0.843 1.152
H 1.121 -0.267 -0.497
H -0.963 0.019 1.454
H -3.202 -0.839 1.301

Löwdin atomic charge list, values in e, 8 entries: -0.07, -0.26, -0.06, -0.28, -0.01, -0.03, -0.28, 0.01